1.
The following is a quantum chemistry calculation of C36H26AsInN5S as an isolated structure, from the Open Molecules 2025 dataset.

E_tot	-4485.21335	a.u.
net charge	+1
relative energy (zero: lowest compared OMol25 entry of this formula, charge and spin)	0.0000	eV
LUMO	-3.54	eV
orbital gap	7.29	eV

CARTESIAN COORDINATES (ANGSTROEM)
In (-0.201, 1.468, -0.570)
C (-1.620, 5.640, -1.320)
C (-2.241, 6.026, -0.137)
C (-2.060, 5.262, 0.992)
C (-1.268, 4.106, 0.950)
N (-0.697, 3.722, -0.215)
C (-0.875, 4.487, -1.307)
N (-1.091, 3.476, 2.173)
C (-0.315, 2.476, 2.372)
N (0.346, 1.732, 1.419)
C (1.313, 0.968, 2.004)
N (2.286, 0.355, 1.418)
C (2.674, 0.547, 0.109)
C (3.931, 0.015, -0.225)
C (4.485, 0.235, -1.463)
C (3.782, 0.991, -2.401)
C (2.542, 1.455, -2.051)
N (1.986, 1.244, -0.838)
C (1.127, 1.043, 3.467)
C (1.794, 0.431, 4.509)
C (1.397, 0.759, 5.801)
C (0.388, 1.691, 6.030)
C (-0.260, 2.327, 4.976)
C (0.117, 1.978, 3.696)
H (-1.723, 6.211, -2.231)
H (-2.852, 6.918, -0.101)
H (-2.502, 5.527, 1.941)
H (-0.396, 4.138, -2.215)
H (4.445, -0.543, 0.544)
H (5.461, -0.167, -1.702)
H (4.179, 1.196, -3.384)
H (1.943, 2.019, -2.755)
H (2.594, -0.273, 4.321)
H (1.885, 0.292, 6.646)
H (0.109, 1.928, 7.048)
H (-1.032, 3.066, 5.146)
S (-2.310, 1.297, -1.759)
C (-3.012, -0.204, -1.092)
C (-4.397, -0.214, -0.946)
C (-5.046, -1.350, -0.490)
C (-4.324, -2.488, -0.154)
C (-2.945, -2.481, -0.278)
C (-2.282, -1.352, -0.755)
As (-0.362, -1.291, -0.837)
C (0.077, -1.699, -2.670)
C (-0.896, -1.878, -3.644)
C (-0.516, -2.129, -4.956)
C (0.828, -2.205, -5.291)
C (1.801, -2.029, -4.315)
C (1.428, -1.770, -3.006)
C (0.235, -2.840, 0.151)
C (0.494, -4.048, -0.487)
C (0.888, -5.149, 0.259)
C (1.022, -5.044, 1.637)
C (0.767, -3.837, 2.273)
C (0.378, -2.732, 1.530)
H (-4.962, 0.675, -1.194)
H (-6.123, -1.342, -0.389)
H (-4.831, -3.372, 0.207)
H (-2.371, -3.359, -0.006)
H (-1.946, -1.821, -3.383)
H (-1.274, -2.269, -5.715)
H (1.119, -2.406, -6.314)
H (2.850, -2.098, -4.574)
H (2.187, -1.643, -2.241)
H (0.389, -4.133, -1.562)
H (1.087, -6.089, -0.237)
H (1.329, -5.905, 2.216)
H (0.874, -3.753, 3.346)
H (0.192, -1.787, 2.027)

***

2.
The following is a quantum chemistry calculation of C36H26BF5N11ORhS2 as an isolated structure, from the Open Molecules 2025 dataset.

E_tot	-3495.91433	a.u.
net charge	+1
relative energy (zero: lowest compared OMol25 entry of this formula, charge and spin)	0.7006	eV
expectation value of S²	0.7761
multiplicity	2
LUMO (alpha / beta)	-3.81 / -6.05	eV
orbital gap (alpha / beta)	7.18 / 4.95	eV

CARTESIAN COORDINATES (ANGSTROEM)
Rh (1.071, 0.489, -1.287)
C (1.178, 0.845, 2.969)
C (1.017, 0.089, 1.817)
N (0.722, 0.886, 0.785)
N (0.713, 2.148, 1.251)
C (0.984, 2.155, 2.562)
B (0.392, 3.235, 0.221)
N (-0.776, 2.708, -0.678)
C (-2.010, 3.206, -0.869)
C (-2.637, 2.471, -1.856)
C (-1.699, 1.510, -2.236)
N (-0.603, 1.665, -1.506)
N (1.632, 3.354, -0.714)
C (2.441, 4.395, -0.971)
C (3.311, 4.041, -1.983)
C (2.964, 2.732, -2.307)
N (1.963, 2.334, -1.528)
N (0.017, 4.566, 0.802)
C (-0.264, 5.695, 0.090)
C (-0.697, 6.647, 0.970)
C (-0.656, 6.004, 2.226)
N (-0.236, 4.760, 2.122)
H (1.402, 0.493, 3.960)
H (1.100, -0.976, 1.676)
H (1.000, 3.078, 3.114)
H (-2.364, 4.048, -0.298)
H (-3.625, 2.619, -2.254)
H (-1.743, 0.752, -3.002)
H (2.351, 5.315, -0.419)
H (4.075, 4.651, -2.430)
H (3.353, 2.090, -3.078)
H (-0.147, 5.731, -0.981)
H (-0.996, 7.658, 0.755)
H (-0.922, 6.401, 3.192)
F (8.342, 0.233, -2.702)
C (7.159, 0.099, -2.157)
C (7.052, -0.105, -0.783)
F (8.146, -0.160, -0.042)
C (5.811, -0.239, -0.216)
F (5.723, -0.427, 1.088)
C (4.623, -0.177, -0.991)
S (3.150, -0.398, -0.188)
C (4.783, 0.029, -2.383)
F (3.727, 0.101, -3.167)
C (6.018, 0.177, -2.956)
F (6.138, 0.398, -4.252)
O (-0.030, -1.304, -0.877)
S (-1.198, -1.503, 0.112)
C (-1.065, -3.257, 0.548)
C (-1.756, -3.537, 1.860)
C (-2.674, -4.575, 1.949)
C (-3.316, -4.845, 3.149)
C (-3.051, -4.073, 4.269)
C (-2.126, -3.040, 4.191)
C (-1.483, -2.775, 2.993)
C (-2.670, -1.554, -0.938)
C (-3.867, -2.028, -0.165)
C (-4.565, -3.153, -0.582)
C (-5.664, -3.602, 0.136)
C (-6.062, -2.935, 1.284)
C (-5.366, -1.810, 1.709)
C (-4.277, -1.356, 0.985)
H (0.012, -3.427, 0.602)
H (-1.463, -3.851, -0.273)
H (-2.885, -5.176, 1.072)
H (-4.022, -5.663, 3.208)
H (-3.558, -4.278, 5.202)
H (-1.903, -2.443, 5.066)
H (-0.762, -1.966, 2.941)
H (-2.426, -2.195, -1.787)
H (-2.787, -0.525, -1.281)
H (-4.255, -3.676, -1.480)
H (-6.207, -4.475, -0.202)
H (-6.922, -3.282, 1.843)
H (-5.675, -1.285, 2.603)
H (-3.736, -0.474, 1.314)
N (0.932, -0.407, -3.166)
C (1.327, -1.520, -3.153)
C (1.798, -2.796, -3.109)
C (0.927, -3.838, -2.682)
N (0.228, -4.672, -2.306)
C (3.210, -2.982, -3.189)
N (4.359, -3.048, -3.214)

***

3.
The following is a quantum chemistry calculation of C36H26Cl5NP2S3SbTi as an isolated structure, from the Open Molecules 2025 dataset.

E_tot	-6710.32680	a.u.
net charge	-2
relative energy (zero: lowest compared OMol25 entry of this formula, charge and spin)	2.0014	eV
expectation value of S²	0.7568
multiplicity	2
LUMO (alpha / beta)	4.11 / 4.11	eV
orbital gap (alpha / beta)	5.77 / 5.86	eV

CARTESIAN COORDINATES (ANGSTROEM)
Ti (-0.889, 0.142, -1.437)
C (1.737, -1.917, -1.956)
P (1.788, -0.074, -1.718)
C (3.346, 0.123, -0.741)
C (3.333, 0.812, 0.468)
C (4.501, 0.955, 1.220)
C (5.690, 0.422, 0.758)
C (5.718, -0.245, -0.465)
C (4.553, -0.392, -1.206)
C (2.382, 0.650, -3.296)
C (2.346, 0.002, -4.522)
C (2.716, 0.673, -5.688)
C (3.119, 1.998, -5.632)
C (3.152, 2.656, -4.407)
C (2.778, 1.989, -3.251)
C (0.651, -2.486, -1.076)
C (0.579, -3.742, -0.535)
C (-0.623, -3.796, 0.239)
C (-1.214, -2.565, 0.135)
C (-2.430, -1.993, 0.808)
P (-1.912, -0.151, 1.173)
C (-0.494, -0.974, 2.257)
C (-0.892, -1.702, 3.385)
C (0.023, -2.374, 4.188)
C (1.376, -2.363, 3.862)
C (1.788, -1.664, 2.738)
C (0.860, -0.976, 1.961)
C (-2.573, 0.929, 2.626)
C (-3.479, 1.965, 2.362)
C (-3.831, 2.904, 3.319)
C (-3.289, 2.849, 4.597)
C (-2.373, 1.849, 4.879)
C (-2.014, 0.918, 3.907)
N (-0.455, -1.745, -0.677)
H (2.687, -2.368, -1.679)
H (1.541, -2.118, -3.004)
H (2.409, 1.264, 0.814)
H (4.473, 1.487, 2.164)
H (6.599, 0.534, 1.339)
H (6.652, -0.642, -0.844)
H (4.580, -0.900, -2.165)
H (2.002, -1.022, -4.585)
H (2.664, 0.159, -6.642)
H (3.383, 2.526, -6.544)
H (3.428, 3.703, -4.355)
H (2.760, 2.524, -2.310)
H (1.316, -4.527, -0.665)
H (-0.997, -4.627, 0.822)
H (-2.673, -2.555, 1.699)
H (-3.276, -2.020, 0.134)
H (-1.940, -1.730, 3.655)
H (-0.321, -2.910, 5.068)
H (2.094, -2.895, 4.477)
H (2.834, -1.655, 2.448)
H (1.200, -0.456, 1.088)
H (-3.908, 2.081, 1.380)
H (-4.523, 3.695, 3.047)
H (-3.557, 3.584, 5.347)
H (-1.910, 1.789, 5.859)
H (-1.259, 0.197, 4.173)
S (-0.067, 5.097, -0.261)
Sb (-1.555, 3.397, -0.707)
S (-0.640, 2.333, -2.645)
S (-0.454, 1.489, 0.636)
Cl (-5.205, -0.540, 1.782)
C (-4.684, -0.002, 0.200)
C (-3.342, 0.322, -0.097)
C (-2.941, 0.536, -1.419)
Cl (-0.960, -0.946, -3.522)
C (-3.959, 0.659, -2.386)
Cl (-3.635, 1.080, -4.027)
C (-5.294, 0.441, -2.074)
Cl (-6.535, 0.598, -3.279)
C (-5.653, 0.066, -0.779)
Cl (-7.303, -0.322, -0.420)

***

4.
The following is a quantum chemistry calculation of C36H26ClN5O5PdS3 as an isolated structure, from the Open Molecules 2025 dataset.

E_tot	-3820.02955	a.u.
net charge	0
relative energy (zero: lowest compared OMol25 entry of this formula, charge and spin)	0.7308	eV
LUMO	-1.29	eV
orbital gap	6.18	eV

CARTESIAN COORDINATES (ANGSTROEM)
Pd (0.025, -0.312, -1.721)
O (4.618, 5.325, -0.029)
N (3.462, 5.174, -0.350)
O (2.647, 6.070, -0.420)
C (3.016, 3.787, -0.686)
C (3.973, 2.843, -0.577)
C (3.685, 1.470, -0.874)
C (4.628, 0.441, -0.724)
C (4.257, -0.842, -1.033)
C (2.953, -1.080, -1.483)
N (2.060, -0.123, -1.630)
C (2.407, 1.144, -1.302)
C (1.384, 2.152, -1.370)
N (0.149, 1.704, -1.696)
C (-0.874, 2.528, -1.692)
C (-0.706, 3.884, -1.396)
C (0.538, 4.368, -1.085)
C (1.644, 3.489, -1.058)
H (4.965, 3.124, -0.258)
H (5.623, 0.667, -0.366)
H (4.940, -1.672, -0.924)
H (2.619, -2.083, -1.712)
H (-1.839, 2.087, -1.903)
H (-1.565, 4.537, -1.407)
H (0.667, 5.409, -0.849)
Cl (-8.544, -0.923, -2.788)
C (-6.804, -0.832, -2.792)
C (-6.100, -1.390, -3.847)
C (-4.718, -1.308, -3.847)
C (-4.047, -0.689, -2.800)
C (-4.773, -0.144, -1.747)
C (-6.157, -0.205, -1.741)
C (-2.541, -0.621, -2.838)
O (-1.940, -0.885, -3.869)
O (-2.004, -0.285, -1.704)
H (-6.633, -1.873, -4.655)
H (-4.138, -1.715, -4.665)
H (-4.242, 0.317, -0.925)
H (-6.733, 0.222, -0.932)
O (0.835, 0.212, 0.657)
C (0.796, 0.189, 2.004)
C (1.881, 1.092, 2.617)
C (1.915, 2.456, 2.585)
C (3.124, 3.001, 3.094)
C (4.000, 2.035, 3.492)
S (3.342, 0.471, 3.264)
C (-0.568, 0.640, 2.526)
C (-0.928, 1.337, 3.640)
C (-2.340, 1.501, 3.761)
C (-3.014, 0.928, 2.729)
S (-1.947, 0.203, 1.600)
C (1.036, -1.249, 2.513)
C (1.778, -2.191, 1.864)
C (1.877, -3.419, 2.573)
C (1.197, -3.389, 3.755)
S (0.438, -1.875, 3.998)
H (1.084, 3.044, 2.220)
H (3.328, 4.060, 3.176)
H (4.973, 2.163, 3.936)
H (-0.209, 1.711, 4.353)
H (-2.821, 2.030, 4.571)
H (-4.078, 0.916, 2.559)
H (2.229, -1.979, 0.906)
H (2.437, -4.278, 2.229)
H (1.108, -4.173, 4.488)
C (-1.301, -5.071, 0.407)
N (-0.720, -4.177, -0.580)
C (-0.129, -4.523, -1.774)
C (0.251, -3.358, -2.365)
N (-0.096, -2.320, -1.537)
C (-0.686, -2.841, -0.482)
H (-0.806, -6.037, 0.341)
H (-2.369, -5.196, 0.231)
H (-1.132, -4.655, 1.398)
H (-0.044, -5.547, -2.089)
H (0.715, -3.191, -3.321)
H (-1.058, -2.280, 0.359)